1.
DFT (ωB97M-V with the def2-TZVPD basis set) results for a molecular structure, C31H36BrCrN6OS2Si in a non-equilibrium geometry.

Element x y z (Å)
Cr1 -0.26 0.22 0.00
N1 0.42 3.63 2.79
C1 -0.25 2.56 2.26
S1 -0.18 1.07 3.07
N2 -0.94 2.77 1.16
N3 -1.41 1.71 0.51
C2 -2.63 1.77 -0.01
C3 -3.52 2.93 0.10
C4 -3.06 4.22 -0.17
C5 -3.91 5.30 -0.10
C6 -5.23 5.14 0.28
C7 -5.69 3.87 0.60
C8 -4.85 2.77 0.50
C9 -3.00 0.53 -0.61
C10 -4.20 0.29 -1.29
C11 -4.50 -0.99 -1.71
C12 -3.58 -2.00 -1.45
C13 -2.37 -1.67 -0.86
N4 -2.06 -0.44 -0.47
H1 0.55 3.58 3.79
H2 0.11 4.53 2.45
H3 -2.02 4.35 -0.43
H4 -3.54 6.29 -0.35
H5 -5.89 5.99 0.34
H6 -6.72 3.73 0.92
H7 -5.22 1.79 0.77
H8 -4.86 1.12 -1.50
H9 -5.42 -1.20 -2.22
H10 -3.78 -3.03 -1.72
H11 -1.62 -2.43 -0.70
C14 4.04 -5.24 1.24
Si1 2.21 -4.90 0.81
C15 1.18 -4.91 2.39
C16 1.64 -6.29 -0.39
C17 2.14 -3.27 -0.18
C18 3.06 -3.07 -1.19
C19 3.02 -1.94 -1.99
C20 2.01 -1.02 -1.78
N5 1.11 -1.17 -0.81
C21 1.18 -2.25 0.00
S2 0.03 -2.14 1.26
H12 4.11 -6.17 1.80
H13 4.48 -4.46 1.85
H14 4.66 -5.37 0.36
H15 1.35 -5.82 2.97
H16 0.12 -4.86 2.16
H17 1.41 -4.06 3.02
H18 1.84 -7.27 0.04
H19 2.15 -6.23 -1.34
H20 0.57 -6.23 -0.58
H21 3.83 -3.81 -1.35
H22 3.74 -1.78 -2.78
H23 1.92 -0.13 -2.38
Br1 -2.43 2.56 -5.88
C22 -1.53 1.92 -4.31
C23 -1.35 0.56 -4.14
C24 -0.78 0.12 -2.96
C25 -0.40 0.98 -1.93
C26 -0.51 2.34 -2.19
C27 -1.10 2.82 -3.36
H24 -1.67 -0.14 -4.90
H25 -0.67 -0.95 -2.84
H26 -0.15 3.06 -1.47
H27 -1.24 3.88 -3.51
C28 2.76 -0.55 2.61
N6 3.27 0.68 2.06
C29 4.55 1.12 2.57
C30 2.57 1.39 1.16
C31 3.04 2.78 0.80
O1 1.54 0.96 0.64
H28 2.68 -0.46 3.70
H29 3.42 -1.39 2.37
H30 1.77 -0.75 2.21
H31 4.96 0.33 3.20
H32 4.47 2.03 3.16
H33 5.26 1.28 1.75
H34 4.12 2.90 0.86
H35 2.56 3.49 1.49
H36 2.70 3.00 -0.21

Computed properties:
Maximum force, eV/A: 2.54
2S+1: 2
ΔE to the lowest compared entry with this formula, charge and spin, eV: 0.000
Calculated total energy, eV: -171732.4718
Kohn-Sham gap (spin up / spin down), eV: 6.67 / 6.57
Expectation value of S²: 0.764
LUMO (spin up / spin down), eV: -0.59 / -0.70
Net charge: 0

***

2.
DFT (ωB97M-V with the def2-TZVPD basis set) results for a molecular structure, C31H36F4N4O3RuS in a non-equilibrium geometry.

Element x y z (Å)
Ru1 -0.40 -0.05 0.24
C1 -3.74 -1.60 0.03
C2 -3.49 -0.11 0.03
N1 -2.47 0.41 1.00
C3 -2.75 1.91 1.15
C4 -2.41 2.70 -0.10
C5 -2.60 -0.23 2.38
C6 -1.84 -1.53 2.52
N2 -0.62 -1.51 1.69
C7 0.21 -2.58 1.83
C8 1.63 -2.38 1.94
F1 2.13 -1.12 2.04
C9 2.51 -3.40 2.24
F2 3.85 -3.15 2.43
C10 2.11 -4.70 2.50
C11 0.73 -4.94 2.45
F3 0.25 -6.14 2.85
C12 -0.20 -3.96 2.05
F4 -1.51 -4.27 2.00
H1 -4.37 -1.82 -0.87
H2 -4.37 -1.90 0.85
H3 -2.82 -2.18 -0.07
H4 -4.43 0.47 0.14
H5 -3.05 0.16 -0.92
H6 -2.17 2.28 2.00
H7 -3.84 1.97 1.46
H8 -1.34 2.81 -0.24
H9 -2.76 3.72 -0.05
H10 -2.89 2.20 -0.96
H11 -3.65 -0.39 2.71
H12 -2.20 0.50 3.09
H13 -2.49 -2.34 2.19
H14 -1.59 -1.76 3.58
H15 2.82 -5.45 2.87
C13 0.61 3.22 -1.97
C14 1.99 2.51 -1.99
C15 1.93 1.27 -2.95
C16 2.56 2.20 -0.61
C17 3.92 2.09 -0.44
C18 4.53 2.15 0.84
C19 3.70 2.34 1.92
C20 2.32 2.46 1.83
C21 1.47 2.98 2.96
C22 0.26 3.81 2.55
C23 1.08 1.83 3.93
C24 1.78 2.06 0.57
N3 0.64 1.29 0.56
H16 0.56 4.11 -2.62
H17 0.44 3.63 -0.98
H18 -0.16 2.51 -2.22
H19 2.77 3.16 -2.47
H20 1.21 0.56 -2.52
H21 2.90 0.78 -3.00
H22 1.64 1.56 -3.99
H23 4.51 1.82 -1.31
H24 5.59 2.07 1.01
H25 4.11 2.45 2.93
H26 2.17 3.64 3.51
H27 -0.38 3.27 1.84
H28 0.57 4.75 2.00
H29 -0.37 4.13 3.40
H30 0.76 0.96 3.37
H31 0.33 2.11 4.70
H32 1.98 1.47 4.45
O1 1.33 -2.09 -1.35
S1 -0.08 -2.18 -1.65
O2 -0.87 -3.10 -0.83
N4 -0.84 -0.67 -1.71
C25 -1.44 -0.47 -2.93
O3 -2.20 0.44 -3.22
C26 -1.00 -1.49 -3.93
C27 -1.14 -1.46 -5.31
C28 -0.62 -2.49 -6.03
C29 0.09 -3.53 -5.43
C30 0.35 -3.53 -4.07
C31 -0.27 -2.50 -3.36
H33 -1.65 -0.60 -5.78
H34 -0.79 -2.55 -7.13
H35 0.48 -4.33 -6.08
H36 0.97 -4.24 -3.54

Computed properties:
Maximum force, eV/A: 5.01
2S+1: 5
Calculated total energy, eV: -69115.7021
Kohn-Sham gap (spin up / spin down), eV: 6.48 / 6.25
Expectation value of S²: 6.071
LUMO (spin up / spin down), eV: -0.78 / -1.47
Net charge: 0

***

3.
DFT (ωB97M-V with the def2-TZVPD basis set) results for a molecular structure, C31H36Ge2N2S2SiV in a non-equilibrium geometry.

Element x y z (Å)
V1 0.57 -0.79 0.59
C1 2.25 3.05 1.10
C2 2.11 1.79 1.89
C3 1.55 1.79 3.16
C4 1.53 0.65 3.95
C5 2.09 -0.53 3.48
C6 2.67 -0.56 2.21
C7 2.65 0.58 1.41
H1 3.31 3.32 1.02
H2 1.72 3.88 1.56
H3 1.87 2.94 0.08
H4 1.13 2.72 3.55
H5 1.08 0.67 4.93
H6 2.09 -1.42 4.09
H7 3.15 -1.46 1.85
H8 3.17 0.58 0.46
S1 -1.35 -2.12 -0.10
C8 -2.15 -1.45 1.25
S2 -1.19 -0.15 2.03
C9 -3.37 -1.77 1.75
C10 -3.96 -1.04 2.83
N1 -4.43 -0.44 3.69
C11 -4.14 -2.82 1.15
N2 -4.76 -3.66 0.67
C12 3.17 -4.95 -2.75
Si1 3.41 -4.76 -0.91
C13 5.21 -4.46 -0.53
C14 2.79 -6.27 -0.01
C15 2.42 -3.31 -0.34
C16 1.71 -2.39 0.02
H9 3.73 -5.80 -3.13
H10 3.51 -4.06 -3.28
H11 2.12 -5.10 -2.99
H12 5.83 -5.28 -0.90
H13 5.38 -4.38 0.55
H14 5.56 -3.54 -0.99
H15 3.30 -7.17 -0.35
H16 1.72 -6.40 -0.17
H17 2.95 -6.18 1.07
C17 1.77 1.73 -2.29
Ge1 -0.02 0.97 -2.31
C18 0.09 -0.85 -2.96
C19 -1.15 2.05 -3.49
Ge2 -1.22 1.11 -0.15
C20 -1.04 2.91 0.59
C21 -1.26 3.25 1.93
C22 -1.19 4.56 2.36
C23 -0.89 5.58 1.46
C24 -0.69 5.27 0.12
C25 -0.76 3.95 -0.30
C26 -3.12 0.86 -0.47
C27 -3.63 0.14 -1.56
C28 -5.00 -0.01 -1.72
C29 -5.87 0.55 -0.80
C30 -5.38 1.26 0.29
C31 -4.01 1.41 0.44
H18 2.16 1.65 -3.31
H19 2.45 1.19 -1.63
H20 1.77 2.79 -2.01
H21 0.55 -0.81 -3.95
H22 -0.88 -1.32 -3.04
H23 0.73 -1.49 -2.34
H24 -0.95 1.72 -4.52
H25 -0.89 3.10 -3.42
H26 -2.21 1.93 -3.29
H27 -1.50 2.48 2.65
H28 -1.37 4.80 3.40
H29 -0.84 6.60 1.79
H30 -0.47 6.05 -0.59
H31 -0.60 3.74 -1.35
H32 -2.97 -0.33 -2.27
H33 -5.38 -0.57 -2.56
H34 -6.94 0.41 -0.92
H35 -6.06 1.67 1.02
H36 -3.65 1.97 1.30

Computed properties:
Maximum force, eV/A: 1.10
2S+1: 4
ΔE to the lowest compared entry with this formula, charge and spin, eV: 0.740
Calculated total energy, eV: -203978.0524
Kohn-Sham gap (spin up / spin down), eV: 7.06 / 7.05
Expectation value of S²: 3.777
LUMO (spin up / spin down), eV: -0.84 / -1.28
Net charge: 0